Cl2P2S in the gas phase at a distorted geometry, computed with ωB97M-V with the def2-TZVPD basis set.

The geometry in XYZ format:
```
5
Properties=species:S:1:pos:R:3:mulliken_charge:R:1
P -0.98 0.57 0.73 0.261
P 1.20 0.15 0.64 0.253
S 0.27 1.32 -0.90 -0.133
Cl 1.76 -1.63 -0.35 -0.197
Cl -2.36 -0.69 -0.20 -0.184
```

Calculated values
- orbital gap (eV) = 8.53
- structure (SMILES) = ClP1#S#P1Cl
- highest occupied orbital energy (eV) = -9.179
- ΔE to the lowest compared entry with this formula, charge and spin (eV) = 0.1568
- multiplicity = 1